(1)
DFT (the ωB97M-V functional and the def2-TZVPD basis) results for 2 unconnected molecules or ions with the total composition C10H10N2.

highest occupied orbital energy: -9.63 eV
LUMO: 0.711 eV
net charge: 0
SMILES string: c1ccncc1.c1ccncc1
2S+1: 1
Kohn-Sham gap: 0.380 hartree

Atoms and positions in Å:
C -3.819 1.214 -0.199
C -3.783 0.700 1.125
C -3.575 -0.675 1.267
N -3.413 -1.511 0.202
C -3.464 -1.034 -1.058
C -3.580 0.372 -1.271
H -3.986 2.261 -0.447
H -4.006 1.248 2.029
H -3.620 -1.167 2.279
H -3.258 -1.729 -1.839
H -3.583 0.626 -2.294
C 2.568 0.490 -0.054
C 2.733 -0.904 -0.014
C 4.011 -1.441 0.055
N 5.096 -0.692 0.011
C 4.957 0.629 0.095
C 3.731 1.276 -0.018
H 1.548 0.856 -0.181
H 1.812 -1.574 0.104
H 4.027 -2.562 0.000
H 5.846 1.225 0.184
H 3.757 2.393 0.024


(2)
DFT (the ωB97M-V functional and the def2-TZVPD basis) results for a molecular structure, C10H10N2.

highest occupied orbital energy: -6.44 eV
LUMO: -0.183 eV
net charge: 0
2S+1: 1
Kohn-Sham gap: 0.230 hartree

Atoms and positions in Å:
C 0.951 -0.557 -1.085
C 0.859 -1.387 0.022
C 1.493 -0.965 1.218
C 2.171 0.241 1.257
C 2.190 0.997 0.071
C -1.013 -0.803 -0.825
C -2.068 -1.012 0.032
C -2.628 -0.017 0.755
C -2.063 1.256 0.578
C -1.052 1.401 -0.258
H 0.450 -0.781 -2.034
H 0.277 -2.306 -0.015
H 1.401 -1.590 2.121
H 2.722 0.579 2.146
H 2.619 2.026 0.032
H -0.616 -1.593 -1.549
H -2.276 -2.064 0.252
H -3.337 -0.370 1.542
H -2.658 2.210 0.956
H -0.557 2.370 -0.398
N 1.626 0.604 -1.084
N -0.350 0.339 -0.865


Of them, (2) has the lowest stability.


(1)
DFT (the ωB97M-V functional and the def2-TZVPD basis) results for 2 unconnected molecules or ions with the total composition C10H10N2.

highest occupied orbital energy: -9.52 eV
LUMO: 0.425 eV
net charge: 0
SMILES string: c1ccncc1.c1ccncc1
2S+1: 1
Kohn-Sham gap: 0.365 hartree

Atoms and positions in Å:
C 0.730 -0.414 -0.304
C 1.720 -1.307 -0.099
C 3.039 -1.010 -0.044
N 3.493 0.274 0.074
C 2.457 1.195 0.140
C 1.130 0.917 -0.306
H -0.339 -0.721 -0.897
H 1.507 -2.320 -0.229
H 4.047 -1.662 -0.057
H 2.741 2.208 0.258
H 0.295 1.681 -0.449
C -1.546 0.969 1.015
C -1.909 1.346 -0.235
C -2.232 0.457 -1.088
N -2.577 -0.906 -0.856
C -2.393 -1.238 0.385
C -1.880 -0.323 1.335
H -1.226 1.665 1.851
H -1.664 2.327 -0.729
H -2.342 0.644 -2.193
H -2.517 -2.276 0.768
H -1.608 -0.669 2.354


(2)
DFT (the ωB97M-V functional and the def2-TZVPD basis) results for a single C10H10N2 molecule.

highest occupied orbital energy: -7.55 eV
LUMO: 0.602 eV
net charge: 0
SMILES string: Cc1ccnc2c(N)cccc12
2S+1: 1
Kohn-Sham gap: 0.299 hartree

Atoms and positions in Å:
C -2.711 0.976 0.091
C -1.704 -0.063 0.074
C -1.902 -1.420 -0.022
C -0.791 -2.314 -0.090
N 0.467 -1.984 -0.057
C 0.669 -0.658 -0.031
C 2.078 -0.295 -0.039
N 2.990 -1.254 -0.002
C 2.339 1.052 0.105
C 1.306 1.968 -0.099
C -0.033 1.762 -0.154
C -0.322 0.303 -0.048
H -3.628 0.485 0.707
H -3.015 1.430 -0.802
H -2.320 1.798 0.824
H -2.927 -1.966 -0.207
H -1.027 -3.385 -0.225
H 2.616 -2.221 0.228
H 3.963 -1.106 0.200
H 3.369 1.352 0.303
H 1.377 3.008 -0.213
H -0.795 2.533 -0.544


(3)
DFT (the ωB97M-V functional and the def2-TZVPD basis) results for a single C10H10N2 molecule.

highest occupied orbital energy: -8.95 eV
LUMO: 0.062 eV
net charge: 0
SMILES string: Cc1nc2ccccc2nc1C
2S+1: 1
Kohn-Sham gap: 0.331 hartree

Atoms and positions in Å:
C -2.089 -2.112 0.531
C -1.002 -1.032 0.259
N 0.112 -1.370 -0.316
C 0.969 -0.358 -0.549
C 2.217 -0.668 -1.166
C 3.255 0.251 -1.280
C 2.985 1.619 -0.883
C 1.745 1.904 -0.390
C 0.719 0.939 -0.069
N -0.469 1.267 0.481
C -1.327 0.298 0.624
C -2.685 0.563 1.248
H -2.283 -2.158 1.645
H -1.723 -3.030 0.071
H -3.090 -1.835 0.102
H 2.433 -1.702 -1.421
H 4.212 0.112 -1.828
H 3.662 2.434 -1.032
H 1.542 2.908 -0.141
H -2.851 1.698 1.336
H -3.504 0.183 0.575
H -2.827 0.089 2.203


Of them, (1) has the lowest stability.